The following is a quantum chemistry calculation of a cluster of 4 separate species, C15H31N4O11S in total at a distorted geometry, from the Open Molecules 2025 dataset.

Each line ends with the natural charge from an NBO analysis.
Atoms and positions in Å:
C 5.918418 -2.940866 0.252614  -0.76
C 5.285152 -1.718296 -0.637135  0.67
O 6.082864 -1.216683 -1.620731  -0.50
N 3.934896 -1.063806 -0.446502  -0.51
C 4.118711 -0.192944 0.813644  -0.45
C 2.829458 -2.058099 -0.168390  0.10
C 2.794026 -3.495047 -0.970959  -0.16
S 2.518969 -2.975692 -2.773963  -0.05
N 1.443599 -4.010612 -0.429998  -0.60
C 0.660511 -2.886154 0.232639  0.70
N -0.364128 -2.896689 1.146195  -0.77
N 1.378800 -1.656829 -0.361377  -0.11
O 0.987933 -0.462255 0.115710  -0.54
H 7.086837 -2.806839 0.411510  0.29
H 5.421356 -3.079634 1.306564  0.23
H 5.803277 -3.980827 -0.314766  0.25
H 5.112437 0.419174 0.679890  0.26
H 4.268118 -0.892791 1.746902  0.19
H 3.230299 0.550372 0.988504  0.24
H 2.859342 -2.363513 0.969427  0.16
H 3.662564 -4.264260 -0.818514  0.28
H 3.779143 -2.647036 -3.359526  0.20
H 1.576033 -4.890879 0.118927  0.43
H -1.101529 -3.636937 1.245112  0.47
H -0.362123 -2.117045 1.870628  0.47
H 0.924567 0.137644 -0.706440  0.52
C -0.789932 1.968446 0.432474  -0.25
O -0.966537 2.531411 -0.866041  -0.51
C -2.207897 3.029344 -1.094521  0.98
O -3.137956 3.028284 -0.303291  -0.63
O -2.235321 3.528804 -2.355919  -0.49
C -3.489539 4.090527 -2.737543  -0.26
H 0.237622 1.601674 0.505009  0.17
H -0.939609 2.728236 1.206319  0.21
H -1.468750 1.122634 0.582087  0.19
H -3.747159 4.935160 -2.090489  0.21
H -4.276299 3.329558 -2.714720  0.19
H -3.396967 4.458620 -3.763049  0.20
C -1.196246 -7.162337 6.283574  -0.26
O -0.965520 -6.533941 5.024152  -0.50
C -1.178736 -7.337606 3.951875  0.98
O -1.536930 -8.504355 3.989943  -0.61
O -0.924454 -6.618274 2.829717  -0.52
C -1.108807 -7.341801 1.614499  -0.26
H -0.995774 -6.428672 7.069192  0.20
H -2.239550 -7.482631 6.369876  0.20
H -0.517026 -8.009669 6.422374  0.20
H -2.148588 -7.669253 1.514088  0.21
H -0.426064 -8.196291 1.566586  0.21
H -0.877898 -6.670247 0.782982  0.17
C -3.296246 9.229663 -0.460426  -0.26
O -3.065520 9.858059 -1.719848  -0.49
C -3.278736 9.054394 -2.792125  0.98
O -3.636930 7.887645 -2.754057  -0.65
O -3.024454 9.773726 -3.914283  -0.49
C -3.208807 9.050199 -5.129501  -0.26
H -3.095774 9.963328 0.325192  0.20
H -4.339550 8.909369 -0.374124  0.19
H -2.617026 8.382331 -0.321626  0.19
H -4.248588 8.722747 -5.229912  0.19
H -2.526064 8.195709 -5.177414  0.19
H -2.977898 9.721753 -5.961018  0.20

Atoms 1-2, force components in eV/Å:
C 0.0 -0.6 0.2
C 4.8 1.8 -5.2

Properties
**DFT total energy**: -2034.52833 Eh
**Molecular weight**: 475.5 g mol⁻¹
**ΔE to the lowest compared entry with this formula, charge and spin**: 2.851 eV
**E_HOMO**: -12.2847 eV
**Kohn-Sham gap**: 7.81 eV
**Net charge**: +1